[1]
Formula: C3H9NO2
Source: the OMol25 dataset
Level of theory: wB97M-V/def2-TZVPD

Bonds (Å) are listed after each position.
Positions of all 15 atoms, in Å:
1 C -1.2535 0.2696 -1.4729  N2 1.741, H7 1.089, H8 1.087, H9 1.086
2 N -0.0294 0.9437 -0.4344  C1 1.741, C3 1.407, H10 1.018
3 C 0.2204 -0.0783 0.5005  N2 1.407, C4 1.520, O5 1.401, O6 1.475
4 C 1.6372 -0.1525 1.0452  C3 1.520, H11 1.094, H12 1.093, H13 1.093
5 O -0.6907 0.0016 1.5621  C3 1.401, H14 0.970
6 O -0.0611 -1.3340 -0.2200  C3 1.475, H15 0.972
7 H -1.2710 -0.6756 -2.0137  C1 1.089
8 H -1.1957 1.0110 -2.2656  C1 1.087
9 H -2.1408 0.4128 -0.8624  C1 1.086
10 H 0.7919 1.0431 -1.0280  N2 1.018
11 H 1.7279 -0.9693 1.7670  C4 1.094
12 H 1.8926 0.7783 1.5583  C4 1.093
13 H 2.3579 -0.3287 0.2428  C4 1.093
14 H -1.1764 0.8197 1.3734  O5 0.970
15 H -0.8094 -1.7415 0.2479  O6 0.972

Computed properties:
highest occupied orbital energy	-9.8	eV
E	-8840.6198	eV
ΔE to the lowest compared entry with this formula, charge and spin	2.335	eV
multiplicity	1
frontier orbital gap	10.66	eV
lowest unoccupied orbital energy	0.032	Eh

Atomic partial charges in e from the natural (NBO) method, atoms 1 to 4:
1. C -0.408
2. N -0.659
3. C 0.613
4. C -0.643



[2]
Formula: C4H9N4O2
Source: the OMol25 dataset
Level of theory: wB97M-V/def2-TZVPD

Bonds (Å) are listed after each position.
Positions of all 19 atoms, in Å:
1 C 0.3936 -0.5891 0.5784  C2 1.518, N6 1.341, N8 1.320
2 C -0.6902 -0.5100 1.6377  C1 1.518, N7 1.258, H11 1.091
3 C 2.3275 -1.2102 -0.5189  C4 1.576, N6 1.436, H12 1.055, H13 1.024
4 C 1.6601 0.0446 -1.1998  C3 1.576, N8 1.513, H14 1.072, H15 1.116
5 N -2.1414 1.5702 -0.9538  O10 1.224, H17 1.040
6 N 1.3989 -1.4753 0.5439  C1 1.341, C3 1.436, H16 1.057
7 N -1.5024 0.4352 1.4696  C2 1.258, O9 1.196
8 N 0.4781 0.3773 -0.3166  C1 1.320, C4 1.513, H18 1.001
9 O -2.4307 1.1053 1.8162  N7 1.196
10 O -2.7357 2.1736 -0.0698  N5 1.224, H19 0.949
11 H -0.6534 -1.0973 2.5568  C2 1.091
12 H 2.4006 -1.9949 -1.2200  C3 1.055
13 H 3.2792 -1.0615 -0.1705  C3 1.024
14 H 2.4655 0.7523 -1.1850  C4 1.072
15 H 1.1338 -0.0946 -2.1744  C4 1.116
16 H 1.4630 -2.2302 1.2809  N6 1.057
17 H -2.7816 0.9181 -1.4501  N5 1.040
18 H -0.3875 0.8301 -0.5332  N8 1.001
19 H -3.6774 2.0561 -0.0914  O10 0.949

Computed properties:
net charge	+1
highest occupied orbital energy (spin up / spin down)	-13.4 / -12.5	eV
E	-14336.2905	eV
ΔE to the lowest compared entry with this formula, charge and spin	5.913	eV
multiplicity	1
frontier orbital gap (spin up / spin down)	9.43 / 8.14	eV
lowest unoccupied orbital energy (spin up / spin down)	-0.145 / -0.159	Eh

Atomic partial charges in e from the natural (NBO) method, atoms 1 to 4:
1. C 0.518
2. C -0.149
3. C -0.219
4. C -0.225



[3]
Formula: C10H13O2S
Source: the OMol25 dataset
Level of theory: wB97M-V/def2-TZVPD

Bonds (Å) are listed after each position.
Positions of all 26 atoms, in Å:
1 C -3.7420 0.5910 -0.3648  C2 1.425, C3 1.345, H14 1.053
2 C -2.6374 1.4666 -0.1570  C1 1.425, C4 1.384, H15 1.027
3 C -3.6232 -0.7187 -0.0841  C1 1.345, C5 1.364, H16 1.050
4 C -1.4873 0.9729 0.4326  C2 1.384, C6 1.429, H17 1.049
5 C -2.4590 -1.2417 0.3966  C3 1.364, C6 1.372, H18 1.151
6 C -1.3833 -0.4329 0.6640  C4 1.429, C5 1.372, C10 1.544
7 C 0.8139 -1.2614 0.1367  C10 1.454, O11 1.168, S13 2.079
8 C 2.1089 1.3206 -1.6097  S13 1.876, H19 1.113, H20 1.132, H21 1.143
9 C 3.7286 -0.5351 0.0959  S13 1.769, H22 1.136, H23 1.089, H24 1.079
10 C -0.0753 -1.0012 1.2568  C6 1.544, C7 1.454, H25 1.209, H26 1.028
11 O 1.0366 -1.9837 -0.7539  C7 1.168
12 O 2.0379 1.2065 1.0857  S13 1.449
13 S 2.1746 0.3003 -0.0366  C7 2.079, C8 1.876, C9 1.769, O12 1.449
14 H -4.6560 0.9573 -0.7370  C1 1.053
15 H -2.7763 2.4842 -0.1281  C2 1.027
16 H -4.4970 -1.3004 -0.0456  C3 1.050
17 H -0.7214 1.6316 0.7154  C4 1.049
18 H -2.1925 -2.3613 0.3847  C5 1.151
19 H 2.8589 2.1004 -1.3508  C8 1.113
20 H 1.0865 1.8032 -1.6725  C8 1.132
21 H 2.1756 0.5201 -2.4221  C8 1.143
22 H 4.5545 0.2356 0.2130  C9 1.136
23 H 3.8226 -1.2607 -0.7110  C9 1.089
24 H 3.5014 -0.9713 1.0558  C9 1.079
25 H -0.2001 -2.0810 1.7870  C10 1.209
26 H 0.5504 -0.4406 1.8489  C10 1.028

Computed properties:
net charge	+1
highest occupied orbital energy	-12.8	eV
E	-25501.1089	eV
ΔE to the lowest compared entry with this formula, charge and spin	0.735	eV
multiplicity	1
frontier orbital gap	8.61	eV
lowest unoccupied orbital energy	-0.153	Eh

Atomic partial charges in e from the natural (NBO) method, atoms 1 to 4:
1. C -0.158
2. C -0.184
3. C -0.206
4. C -0.218



[4]
Formula: C4H11N2
Source: the OMol25 dataset
Level of theory: wB97M-V/def2-TZVPD

Bonds (Å) are listed after each position.
Positions of all 17 atoms, in Å:
1 N -2.1290 -0.7347 1.1501  C2 1.325, H7 1.129, H8 1.043
2 C -0.8681 -1.1141 1.2941  N1 1.325, C3 1.401, H9 1.138
3 C 0.0697 -1.1898 0.2554  C2 1.401, C4 1.426, H10 1.093
4 C -0.1738 -0.3561 -0.8761  C3 1.426, C5 1.538, H11 1.173, H12 1.113
5 C 1.0049 0.5498 -1.2685  C4 1.538, N6 1.553, H13 1.116, H14 1.081
6 N 1.5000 1.4937 -0.1394  C5 1.553, H15 1.066, H16 1.038, H17 1.015
7 H -2.6409 -0.6095 0.1519  N1 1.129
8 H -2.8425 -0.7429 1.9104  N1 1.043
9 H -0.5406 -1.2020 2.3804  C2 1.138
10 H 0.9299 -1.8567 0.3501  C3 1.093
11 H -0.8154 0.4845 -0.3695  C4 1.173
12 H -0.5640 -0.7725 -1.8321  C4 1.113
13 H 1.9290 0.1463 -1.7472  C5 1.116
14 H 0.5595 1.2205 -1.9899  C5 1.081
15 H 2.5364 1.6877 0.0174  N6 1.066
16 H 1.3060 0.8593 0.6589  N6 1.038
17 H 0.7390 2.1366 0.0539  N6 1.015

Computed properties:
net charge	+1
highest occupied orbital energy	-11.6	eV
E	-7297.8526	eV
ΔE to the lowest compared entry with this formula, charge and spin	3.095	eV
multiplicity	1
frontier orbital gap	8.17	eV
lowest unoccupied orbital energy	-0.127	Eh

Atomic partial charges in e from the natural (NBO) method, atoms 1 to 4:
1. N -0.802
2. C 0.093
3. C -0.481
4. C -0.439